a) Molecular formula: C2H5PS
Method: DFT, ωB97M-V with the def2-TZVPD basis set

The geometry in XYZ format:
```
9
Properties=species:S:1:pos:R:3
C -2.187 0.150 -0.285
C -1.052 -0.384 0.025
P 2.348 -0.415 0.087
S 0.820 0.948 0.129
H -3.051 -0.491 -0.402
H -2.337 1.204 -0.417
H -0.687 -1.377 0.164
H 3.210 0.436 -0.609
H 2.936 -0.071 1.309
```

As for the HOMO energy: -8.9 eV. Its LUMO energy is 0.331 eV.

b) Molecular formula: C2H5PS
Method: DFT, ωB97M-V with the def2-TZVPD basis set

The geometry in XYZ format:
```
9
Properties=species:S:1:pos:R:3
C 1.848 -0.193 -0.526
C -1.714 -0.368 0.318
P 2.715 1.170 -0.274
S -1.770 0.776 -1.172
H 1.263 -0.863 -1.103
H -1.734 -1.381 -0.052
H -2.676 -0.190 0.714
H -0.939 0.134 0.969
H 3.008 0.915 1.126
```

As for the HOMO energy (alpha / beta): -9.3 / -8.5 eV. Its LUMO energy (alpha / beta) is -0.503 / -1.785 eV.

Which of them is most stable, and which least? Most stable: a); least stable: b).

a) Molecular formula: C5H9NO
Method: DFT, ωB97M-V with the def2-TZVPD basis set

The geometry in XYZ format:
```
16
Properties=species:S:1:pos:R:3
C -0.816 -1.554 -1.406
C -0.186 -0.382 -1.681
N 0.014 0.135 -0.390
C -0.611 -0.588 0.619
C -1.160 -1.730 0.019
C -0.751 0.118 1.957
H -1.338 -2.221 -2.078
H 0.300 -0.095 -2.534
H 0.607 0.970 -0.137
H -1.677 -2.513 0.468
H -0.599 1.212 1.801
H -0.009 -0.327 2.700
H -1.633 -0.056 2.451
H 2.889 2.828 -0.046
H 2.551 2.128 -1.348
O 2.422 2.075 -0.393
```

The expectation value of S² is 0.7638. As for the HOMO energy (alpha / beta): -14.7 / -14.6 eV. Its LUMO energy (alpha / beta) is -3.200 / -7.573 eV. As for the charge: +1. As for the spin multiplicity: 2.

b) Molecular formula: C5H9NO
Method: DFT, ωB97M-V with the def2-TZVPD basis set

The geometry in XYZ format:
```
16
Properties=species:S:1:pos:R:3
C 0.958 -0.966 -0.753
C 1.940 -0.808 0.165
N 1.714 0.437 0.815
C 0.418 0.771 0.619
C 0.032 0.087 -0.546
C -0.261 1.819 1.303
H 0.651 -1.935 -1.190
H 2.819 -1.413 0.200
H 2.121 0.929 1.623
H -0.799 -0.003 -1.190
H -0.102 2.932 1.000
H -1.321 1.516 1.589
H 0.216 1.881 2.387
H -3.819 -1.996 -1.194
H -3.931 -0.497 -1.296
O -3.294 -1.235 -1.546
```

The expectation value of S² is 0.7653. As for the HOMO energy (alpha / beta): -14.5 / -14.6 eV. Its LUMO energy (alpha / beta) is -3.754 / -7.347 eV. As for the charge: +1. As for the spin multiplicity: 2.

Which of them is most stable, and which least? Most stable: a); least stable: b).

a) Molecular formula: C20H26N4O2SiSr
Method: DFT, ωB97M-V with the def2-TZVPD basis set

The geometry in XYZ format:
```
54
Properties=species:S:1:pos:R:3
Sr -0.386 0.273 1.433
O -1.669 -0.131 3.232
C -2.437 -0.645 2.341
N -3.264 -0.038 1.533
C -3.532 1.395 1.838
C -2.890 2.391 0.863
C -3.664 3.202 0.048
C -3.046 4.136 -0.771
C -1.666 4.237 -0.765
C -0.958 3.381 0.060
N -1.547 2.485 0.856
C -2.126 -2.112 1.994
C -3.066 -3.125 2.058
C -2.655 -4.415 1.763
C -1.341 -4.646 1.386
C -0.476 -3.569 1.314
N -0.852 -2.324 1.615
H -3.206 1.659 2.846
H -4.609 1.544 1.786
H -4.742 3.105 0.061
H -3.641 4.780 -1.408
H -1.144 4.954 -1.384
H 0.127 3.398 0.082
H -4.085 -2.894 2.340
H -3.355 -5.241 1.822
H -0.986 -5.640 1.150
H 0.553 -3.702 1.003
C -0.884 0.420 -3.577
N -1.556 -0.699 -2.925
C -2.428 -1.610 -3.667
C -1.447 -0.839 -1.607
O -0.792 -0.072 -0.896
H -0.719 0.160 -4.620
H 0.069 0.604 -3.090
H -1.482 1.331 -3.518
H -2.355 -1.366 -4.723
H -3.470 -1.506 -3.367
H -2.117 -2.646 -3.536
H -1.987 -1.694 -1.183
C 5.394 1.154 -1.082
Si 5.060 0.376 0.565
C 6.043 1.278 1.848
C 5.621 -1.386 0.520
C 3.312 0.440 0.936
C 2.104 0.504 1.207
H 6.462 1.128 -1.325
H 5.063 2.197 -1.086
H 4.848 0.623 -1.867
H 7.118 1.240 1.641
H 5.864 0.839 2.835
H 5.734 2.328 1.889
H 6.694 -1.447 0.305
H 5.081 -1.939 -0.254
H 5.432 -1.876 1.480
```

As for the HOMO energy: -7.8 eV. Its LUMO energy is 0.286 eV.

b) Molecular formula: C20H26N4O2SiSr
Method: DFT, ωB97M-V with the def2-TZVPD basis set

The geometry in XYZ format:
```
54
Properties=species:S:1:pos:R:3
Sr -0.126 -0.546 0.426
O -1.373 3.051 1.140
C -1.226 2.183 0.274
N -0.121 1.780 -0.347
C 1.092 2.419 0.145
C 2.335 1.674 -0.293
C 3.487 2.369 -0.646
C 4.620 1.668 -1.018
C 4.577 0.284 -1.040
C 3.393 -0.332 -0.678
N 2.302 0.335 -0.305
C -2.521 1.450 -0.170
C -3.658 2.237 -0.321
C -4.829 1.647 -0.753
C -4.842 0.282 -1.000
C -3.680 -0.432 -0.788
N -2.540 0.128 -0.379
H 1.098 2.502 1.243
H 1.163 3.455 -0.205
H 3.476 3.450 -0.634
H 5.521 2.201 -1.297
H 5.432 -0.311 -1.330
H 3.309 -1.413 -0.686
H -3.583 3.289 -0.090
H -5.724 2.240 -0.895
H -5.733 -0.226 -1.340
H -3.658 -1.505 -0.942
C -1.121 -5.045 -0.260
N 0.108 -4.752 0.457
C 0.488 -5.596 1.581
C 0.720 -3.589 0.264
O 0.342 -2.731 -0.544
H -1.261 -6.123 -0.289
H -1.048 -4.656 -1.272
H -1.984 -4.588 0.231
H 0.259 -6.633 1.343
H -0.046 -5.310 2.488
H 1.558 -5.513 1.756
H 1.601 -3.439 0.899
C 0.893 -2.228 6.807
Si 0.091 -0.802 5.879
C 1.074 0.765 6.193
C -1.676 -0.587 6.471
C 0.091 -1.178 4.090
C 0.075 -1.399 2.882
H 0.882 -2.066 7.887
H 1.930 -2.350 6.489
H 0.365 -3.160 6.596
H 1.131 0.990 7.261
H 0.619 1.618 5.688
H 2.089 0.651 5.811
H -1.722 -0.458 7.555
H -2.267 -1.463 6.203
H -2.138 0.284 6.003
```

As for the HOMO energy: -8.2 eV. Its LUMO energy is 0.343 eV.

Which of them is most stable, and which least? Most stable: b); least stable: a).

a) Molecular formula: C2H14O4S2
Method: DFT, ωB97M-V with the def2-TZVPD basis set

The geometry in XYZ format:
```
22
Properties=species:S:1:pos:R:3
C -1.145 -0.825 -0.835
S -0.703 -2.529 -0.781
S 1.233 -2.623 -0.179
C 2.103 -3.264 -1.721
H -0.806 -0.256 -1.751
H -2.216 -0.529 -0.746
H -0.622 -0.281 0.021
H 1.756 -4.216 -1.851
H 1.566 -2.555 -2.500
H 3.213 -3.054 -1.745
H -0.997 0.551 3.559
H -1.141 1.614 2.575
O -1.498 1.338 3.461
H 0.833 2.387 2.087
H 0.663 3.332 3.289
O 1.273 3.005 2.592
H 3.110 0.213 -2.362
H 2.259 1.286 -2.277
O 2.378 0.540 -2.778
H -4.102 1.441 1.199
H -3.728 2.685 0.310
O -3.429 1.740 0.433
```

As for the HOMO energy: -8.5 eV. Its LUMO energy is 0.146 eV. As for the SMILES: CSSC.O.O.O.O.

b) Molecular formula: C2H14O4S2
Method: DFT, ωB97M-V with the def2-TZVPD basis set

The geometry in XYZ format:
```
22
Properties=species:S:1:pos:R:3
C -0.720 1.175 1.846
S 0.108 -0.116 0.895
S 0.631 -0.652 -1.100
C 0.333 0.356 -2.606
H -0.105 2.007 2.183
H -1.606 1.534 1.306
H -0.849 0.724 2.836
H 1.306 0.751 -2.943
H -0.174 -0.340 -3.274
H -0.344 1.168 -2.356
H -0.865 4.019 -1.530
H 0.312 3.260 -0.838
O -0.341 3.215 -1.554
H -2.820 -2.678 0.252
H -1.434 -2.303 0.219
O -2.116 -2.604 -0.410
H -1.019 -3.739 3.215
H -0.151 -3.607 2.100
O -0.296 -3.154 2.945
H 1.694 1.843 0.629
H 2.236 1.593 -0.762
O 2.047 2.306 -0.141
```

As for the HOMO energy: -8.0 eV. Its LUMO energy is -0.200 eV. As for the SMILES: CSSC.O.O.O.O.

Which of them is most stable, and which least? Most stable: a); least stable: b).